[1]
Here is one molecule with the formula C9H10ClNO2 at a distorted geometry from OMol25. Energies are from ωB97M-V/def2-TZVPD.

Geometry (Å):
Cl 3.81761 0.81407 0.26946
O 2.45753 -1.71376 -0.41405
O -2.77893 2.84762 0.27065
N -2.32445 1.79835 -0.04694
C 1.70674 -0.78615 -0.31367
C -1.81971 -1.53850 0.37378
C 1.15318 1.54842 0.68915
C 1.38430 1.73505 -0.76780
C -1.36906 -0.51227 -0.70422
C 2.08854 0.61194 -0.03760
C -2.07524 0.76564 -0.52102
C -0.38473 -1.72868 0.86244
C 0.15771 -1.10521 -0.43688
H -0.06247 -2.74727 1.06440
H 2.00113 2.55944 -1.08956
H 0.20575 1.15871 1.02502
H -2.51982 -1.14515 1.10730
H 1.61035 2.24565 1.37265
H -0.16297 -1.10850 1.73127
H 0.60258 1.46564 -1.46081
H -1.62706 -0.82567 -1.71851
H -2.23762 -2.44199 -0.06340
H 0.17666 -1.89737 -1.19164

Forces on atoms 1 to 2 (eV/Å):
-0.1947 0.0630 -0.0392
0.0116 0.0538 0.0789

As for the SMILES: O=C([C@H]1CC[C@H]1C#[N+][O-])C1(Cl)CC1. Its HOMO energy is -0.356 hartree. The relative energy (zero: lowest compared OMol25 entry of this formula, charge and spin) is 5.8744 eV.

These are the natural (NBO) partial charges, in e, on atoms 1 to 5: -0.004, -0.506, -0.403, 0.204, 0.595


[2]
Here is one molecule with the formula C9H10ClNO2S at a distorted geometry from OMol25. Energies are from ωB97M-V/def2-TZVPD.

Geometry (Å):
Cl -2.25342 2.88630 0.44042
S -2.23117 -1.15757 0.28809
O -3.38187 -0.49560 -0.22247
O -2.40131 -2.16002 1.31892
N -1.20095 0.04914 0.71646
C -1.39000 -1.95204 -1.13567
C -0.08505 1.93138 -0.89871
C -1.46763 1.78112 -0.50924
C 0.83535 0.96101 -0.04571
C 1.04273 -0.87320 1.46389
C 2.40464 -0.72461 1.39394
C 0.19415 0.01525 0.66320
C 3.01960 0.29034 0.58317
C 2.20972 1.07887 -0.18727
H 4.02782 0.35080 0.53086
H -1.76605 -2.90912 -1.36820
H -1.53959 -1.40161 -2.00855
H 2.59327 1.97501 -0.77551
H -2.16825 1.05451 -1.11293
H 2.96648 -1.31056 2.04762
H 0.36982 2.87164 -0.74643
H -0.53440 -2.29656 -0.67778
H 0.04254 1.67558 -1.96383
H 0.71357 -1.64008 2.20572

Forces on atoms 1 to 2 (eV/Å):
-0.3448 0.6854 0.4885
1.1984 -1.4403 -0.4291

Its HOMO energy is -0.318 hartree. The relative energy (zero: lowest compared OMol25 entry of this formula, charge and spin) is 2.3817 eV.

These are the natural (NBO) partial charges, in e, on atoms 1 to 5: 0.141, 2.305, -0.969, -0.926, -0.775


[3]
Here is C9H10CoNO6 as an isolated structure at a distorted geometry from OMol25. Energies are from ωB97M-V/def2-TZVPD.

Geometry (Å):
Co 0.05855 -0.06023 -0.18618
O -1.88588 -2.45059 0.00467
O 1.69761 2.60309 -0.08360
O 1.26332 -0.94086 -2.73824
O -1.24048 2.10005 -1.74822
O 2.10014 -1.44999 1.55796
O -0.72693 0.54846 1.73093
N -0.88116 0.65345 3.91000
C -1.36740 1.00080 2.71677
C -1.46745 1.07469 5.17390
C 0.30092 -0.19094 3.97794
C 0.77658 -0.61727 -1.75292
C -1.16171 -1.57075 -0.09247
C 1.35575 -0.96501 0.82214
C 1.10100 1.61210 -0.12450
C -2.57016 1.86160 2.58338
C -1.25804 0.99772 -1.29404
H -3.31969 1.32112 2.01418
H -2.29994 2.73941 2.00578
H 0.48992 -0.32934 5.04719
H 1.16547 0.27841 3.49021
H 0.13722 -1.15873 3.48594
H -1.47683 2.16886 5.26364
H -2.50585 0.73027 5.26605
H -2.19161 0.28758 -1.31716
H -3.01947 2.19008 3.51751
H -0.84448 0.63049 5.95824

Forces on atoms 1 to 2 (eV/Å):
0.0678 -0.3890 1.1264
1.6919 1.8994 -0.2242

Its HOMO energy (alpha / beta) is -0.428 / -0.483 hartree. The spin multiplicity is 4. The relative energy (zero: lowest compared OMol25 entry of this formula, charge and spin) is 0.0000 eV. Its net charge is +1.

These are the natural (NBO) partial charges, in e, on atoms 1 to 5: 0.309, -0.401, -0.407, -0.406, -0.332


[4]
Here is a 2-piece molecular cluster, C9H10F2NP overall at a distorted geometry from OMol25. Energies are from ωB97M-V/def2-TZVPD.

Geometry (Å):
P -0.14073 1.56611 1.41058
F 0.77269 -1.47927 3.28011
F -0.51356 -3.77020 0.98797
N -1.75762 1.10916 1.52773
C -0.09652 -1.98465 2.43568
C 0.33092 1.14222 -0.31218
C 0.24753 1.19880 -2.71332
C 1.53629 0.78616 -2.80102
C 0.26899 -3.08145 1.80858
C -0.36039 1.37238 -1.48085
C 2.23063 0.49213 -1.60148
C -2.50148 0.45336 0.65184
C 1.65923 0.64433 -0.38272
H 1.30338 -3.44258 1.95850
H -2.04074 0.11946 -0.28727
H -2.26205 1.30995 2.37862
H -3.61766 0.30100 0.71439
H -0.38278 1.39486 -3.51389
H 2.21885 0.70625 -3.70177
H -1.16725 -1.58092 2.30176
H 3.23597 0.22183 -1.74254
H 2.23434 0.52739 0.47768
H -1.19805 1.99365 -1.39640

Forces on atoms 1 to 2 (eV/Å):
0.8653 0.6202 0.3966
0.3459 1.0865 0.8341

Its HOMO energy (alpha / beta) is -0.250 / -0.253 hartree. The relative energy (zero: lowest compared OMol25 entry of this formula, charge and spin) is 0.4614 eV.

These are the natural (NBO) partial charges, in e, on atoms 1 to 5: 0.506, -0.314, -0.318, -0.737, 0.135


[5]
Here is C9H10F3NO2Ti as an isolated structure at a distorted geometry from OMol25. Energies are from ωB97M-V/def2-TZVPD.

Geometry (Å):
Ti -1.26021 -0.40237 -0.07433
F 0.40472 1.13985 3.92628
F 0.41034 -0.74650 5.08558
F -1.48415 0.05340 4.30001
O -0.70862 -0.34698 1.73851
O 0.87231 -1.73744 2.59378
N -3.05726 -0.03281 0.12743
C 1.94483 -1.70927 -0.55015
C 0.80591 0.75323 -1.65630
C 0.62519 -2.00474 -0.57528
C -1.28257 1.56616 -1.03091
C -0.58434 0.74741 -2.02009
C -0.31353 1.95369 -0.02494
C -0.15788 -0.10782 4.03648
C 0.96985 1.50523 -0.45576
C 0.04672 -0.84826 2.67925
H 2.45967 -1.68839 0.42365
H 2.52152 -1.56886 -1.46288
H 1.92698 1.76054 0.01472
H -3.88650 -0.63553 -0.07828
H 0.06181 -2.05119 -1.54482
H 1.62094 0.33254 -2.24622
H -2.27758 1.99556 -1.16849
H 0.29411 -2.70439 0.21946
H -0.49238 2.68450 0.76928
H -1.02896 0.34664 -2.93608

Forces on atoms 1 to 2 (eV/Å):
-3.1088 1.8886 -0.2326
-0.4161 -0.8828 0.5084

Its HOMO energy (alpha / beta) is -0.099 / -0.125 hartree. The spin multiplicity is 2. The relative energy (zero: lowest compared OMol25 entry of this formula, charge and spin) is 1.0900 eV. Its net charge is -1.

These are the natural (NBO) partial charges, in e, on atoms 1 to 5: 1.144, -0.334, -0.325, -0.321, -0.741


[6]
Here is C9H10GdO5 as an isolated structure at a distorted geometry from OMol25. Energies are from ωB97M-V/def2-TZVPD.

Geometry (Å):
Gd -0.08059 -0.01478 -0.13635
O 0.95394 0.17399 1.61567
O -2.77100 2.41993 0.24571
O 1.71617 2.46611 -2.09434
O 1.79441 -2.59728 -1.89629
O -2.42258 -2.59231 0.89422
C -2.97852 -0.94649 -4.10298
C 2.21402 -0.92689 3.19679
C -1.68450 -1.78147 0.57377
C 1.14997 1.68241 -1.47299
C -2.19971 0.00354 -4.66507
C -1.91384 1.64856 0.12765
C 1.60649 0.29230 2.71985
C 1.61121 1.62304 3.27877
C 1.19082 -1.78073 -1.35112
H 2.14124 1.72913 4.21747
H 2.78095 -0.83318 4.11463
H -3.77225 -0.62964 -3.43424
H -2.57307 -1.94792 -4.00077
H -2.40211 1.04169 -4.42348
H 0.59460 1.99901 3.35559
H 1.46214 -1.70798 3.27777
H -1.20309 -0.27642 -4.98992
H 2.81041 -1.37861 2.40939
H 1.97489 2.33397 2.54027

Forces on atoms 1 to 2 (eV/Å):
-0.2093 -0.0738 -0.3412
0.3118 0.0525 0.5250

Its HOMO energy (alpha / beta) is -0.731 / -0.667 hartree. The spin multiplicity is 8. The relative energy (zero: lowest compared OMol25 entry of this formula, charge and spin) is 0.0000 eV. Its net charge is +3.

These are the Löwdin partial charges, in e, on atoms 1 to 5: 1.358, -0.268, 0.217, 0.225, 0.221


[7]
Here is C9H10IN2O8S2 as an isolated structure at a distorted geometry from OMol25. Energies are from ωB97M-V/def2-TZVPD.

Geometry (Å):
I 0.88815 -1.78912 -4.66949
S -1.11658 -1.19653 -3.41805
S -0.02576 1.01740 -2.31769
O -1.12201 -1.90683 -2.18912
O 0.40286 2.24214 -2.92389
O 3.97526 -1.68107 4.10914
O -2.17588 -1.53794 -4.29828
O 0.93902 1.10215 1.88781
O 2.99694 -3.86577 3.00939
O 1.08204 0.16490 -2.03696
O -0.13758 -1.13269 0.83353
N -1.17591 0.39817 -3.25694
N -0.69151 1.39675 -0.84939
C 1.38638 -2.60128 1.86009
C -3.04078 1.20426 -0.45932
C 0.81276 -1.28897 1.55922
C 2.42594 -2.70097 2.69175
C 2.49513 -0.19426 3.03456
C 1.45218 -0.07530 2.19440
C 3.03860 -1.50019 3.34450
C -1.83707 1.96247 -0.92333
C -2.05865 3.33968 -1.39030
H -3.16291 1.37874 0.60494
H -2.87479 3.33304 -2.10334
H -1.17563 3.78234 -1.82275
H -2.82056 0.16625 -0.64670
H -2.38962 3.96409 -0.56734
H -3.90856 1.51213 -1.02562
H 0.20096 0.94713 1.25635
H 0.93578 -3.46170 1.38628
H 3.72046 -3.64180 3.62729
H 2.96132 0.66283 3.49926

Forces on atoms 1 to 2 (eV/Å):
0.2548 -0.0841 -0.0832
-1.3400 1.1390 0.3414

Its HOMO energy is -0.204 hartree. Its net charge is -1.

These are the natural (NBO) partial charges, in e, on atoms 1 to 5: -0.169, 2.152, 2.423, -0.938, -1.003


[8]
Here is C9H10IO2 as an isolated structure at a distorted geometry from OMol25. Energies are from ωB97M-V/def2-TZVPD.

Geometry (Å):
I -3.09865 -1.49359 -0.76081
O 2.84704 -0.48617 -2.40767
O 3.91214 -0.29038 -0.43953
C 1.34115 -0.71118 -0.31575
C 1.25163 -0.06878 0.94164
C -0.01932 -0.65624 -1.04906
C 3.09236 -0.40059 -1.24777
C -1.15673 0.15685 1.05354
C 0.14997 0.60860 1.40689
C -2.29505 0.64288 1.95614
C -0.15593 0.60012 -1.93313
C -1.26794 -0.61264 -0.04623
H 0.30137 1.21132 2.40197
H -2.08283 0.34966 2.99205
H 0.56399 0.82195 -2.59822
H 1.60928 -1.78557 -0.04624
H -0.20826 -1.60700 -1.52027
H -2.44732 1.62823 1.83338
H -0.17718 1.40918 -1.26090
H -0.96732 0.42930 -2.50514
H -3.31630 0.16501 1.92465
H 2.12390 0.08905 1.62047

Forces on atoms 1 to 2 (eV/Å):
0.7076 0.3714 0.3612
-0.0160 0.0354 -1.6305

Its HOMO energy is -0.124 hartree. The relative energy (zero: lowest compared OMol25 entry of this formula, charge and spin) is 1.3199 eV. Its net charge is -1.

These are the natural (NBO) partial charges, in e, on atoms 1 to 5: 0.020, -0.681, -0.654, -0.500, -0.085


[9]
Here is C9H10N as an isolated structure at a distorted geometry from OMol25. Energies are from ωB97M-V/def2-TZVPD.

Geometry (Å):
N -1.14812 -0.78560 0.47725
C 0.55314 -0.03999 -1.39001
C -2.25592 -0.89297 1.36778
C 1.41105 -0.06661 -2.42387
C -0.08153 0.24185 0.96897
C 2.21794 1.09364 -0.01840
C 2.51683 0.58290 -2.18661
C -1.35422 -0.64043 -1.00320
C 0.97002 0.40497 -0.10318
C 3.06006 1.29630 -1.16738
H -2.43818 0.08398 1.89427
H 3.88493 2.00423 -1.20367
H 0.25554 -0.10461 1.97811
H -2.08628 -1.73472 2.24015
H -0.51947 -1.63953 0.54059
H -3.19251 -1.11668 0.78808
H -1.45570 -1.61350 -1.61139
H -0.85275 1.12120 1.23338
H -1.94872 0.17792 -1.31630
H 2.46390 1.62762 0.93544

Forces on atoms 1 to 2 (eV/Å):
4.3444 -1.5281 -1.5678
-3.5377 -1.4984 2.4960

Its HOMO energy is -0.487 hartree. The relative energy (zero: lowest compared OMol25 entry of this formula, charge and spin) is 6.1701 eV. Its net charge is +1.

These are the natural (NBO) partial charges, in e, on atoms 1 to 5: -0.396, 0.046, -0.451, -0.090, -0.208


[10]
Here is an isolated ion of composition C9H10N and charge +1 at a distorted geometry from OMol25. Energies are from ωB97M-V/def2-TZVPD.

Geometry (Å):
N 0.92915 0.16340 -1.00640
C -0.20128 -1.56620 0.54385
C -1.44597 -1.23804 1.01930
C -0.15281 2.30322 -0.24272
C 2.14154 -1.80432 -0.32773
C 1.01248 -0.83339 0.08432
C -1.41068 2.26706 0.25290
C -2.08606 -0.06418 0.62842
C -2.37850 1.05858 0.04926
C 0.53011 1.33820 -1.09043
H 1.69978 -2.47776 -1.12102
H -2.01594 3.08215 0.66695
H 2.88566 -1.11037 -0.77529
H 0.09584 -2.54543 1.00908
H 0.36984 3.22907 -0.10990
H -1.78051 -2.02750 1.64819
H 2.62589 -2.39506 0.47445
H 0.86974 1.69403 -2.04485
H -3.14066 1.33191 -0.69190
H 1.45238 -0.40537 1.03353

Forces on atoms 1 to 2 (eV/Å):
-1.5197 -0.4258 3.3938
-0.0321 -1.8378 0.9704

Its HOMO energy (alpha / beta) is -0.424 / -0.500 hartree. The spin multiplicity is 3. The relative energy (zero: lowest compared OMol25 entry of this formula, charge and spin) is 1.6208 eV. Its net charge is +1.

These are the natural (NBO) partial charges, in e, on atoms 1 to 5: 0.040, -0.171, -0.284, -0.330, -0.592